Computed, not measured: a 7-piece molecular cluster, C31H31Cl3N6 overall in a non-equilibrium geometry, with wB97M-V/def2-TZVPD.

Last column: Mulliken charge in e.
Element x y z (Å)
Cl  -7.154  7.635  7.782  -0.1244
Cl  -8.263  4.900  7.649  -0.1337
Cl  -10.055  7.171  7.295  -0.0969
N  -17.058  3.972  4.592  -0.5487
N  -3.472  3.398  2.057  -0.5533
N  -5.400  5.118  13.977  -0.5292
N  -11.413  -0.587  1.285  -0.5550
N  -17.050  9.091  8.516  -0.5033
N  -10.211  10.839  12.544  -0.5097
C  -10.530  12.087  12.167  -0.1388
C  -10.574  0.380  1.604  -0.1495
C  -18.230  11.649  8.450  -0.2443
C  -3.485  3.157  3.396  -0.2004
C  -11.400  11.311  14.617  -0.3886
C  -15.198  4.138  3.092  -0.3600
C  -11.250  12.976  12.882  -0.4579
C  -4.275  6.449  15.624  -0.4110
C  -11.010  0.222  3.912  -0.1697
C  -8.582  6.629  8.120  0.0545
C  -11.644  12.596  14.143  -0.0687
C  -4.029  5.322  16.390  -0.1152
C  -2.671  2.595  1.285  -0.1186
C  -18.926  10.482  8.229  -0.2678
C  -16.321  10.254  8.738  -0.2498
C  -4.930  6.266  14.382  -0.0872
C  -4.572  4.065  16.063  -0.3284
C  -5.290  4.055  14.851  -0.2726
C  -17.775  3.413  3.649  -0.1398
C  -15.807  4.366  4.306  -0.1524
C  -1.965  1.397  3.162  -0.1649
C  -11.975  -1.302  2.321  -0.1262
C  -10.734  10.423  13.746  -0.2264
C  -2.737  2.147  3.975  -0.3497
C  -11.756  -0.948  3.655  -0.3875
C  -15.997  3.726  2.051  -0.2290
C  -18.350  9.208  8.147  -0.1891
C  -17.303  3.292  2.326  -0.3494
C  -10.430  0.902  2.874  -0.3686
C  -1.926  1.583  1.807  -0.3442
C  -16.908  11.564  8.702  -0.3480
H  -1.278  1.058  1.121  0.3394
H  -10.049  1.897  3.054  0.3555
H  -10.926  0.574  4.930  0.3652
H  -1.354  0.636  3.624  0.3345
H  -3.966  7.444  15.909  0.3466
H  -2.515  2.826  0.241  0.3365
H  -4.328  3.326  16.813  0.3430
H  -3.912  3.894  4.060  0.3650
H  -10.278  1.020  0.786  0.3456
H  -2.836  1.965  5.035  0.3558
H  -4.887  7.096  13.692  0.3543
H  -12.170  13.314  14.754  0.3412
H  -15.541  3.741  1.072  0.3597
H  -5.848  3.180  14.552  0.3661
H  -18.746  12.592  8.350  0.3712
H  -3.434  5.358  17.291  0.3339
H  -18.822  3.230  3.843  0.3500
H  -12.686  -2.092  2.126  0.3517
H  -19.978  10.475  7.985  0.3025
H  -11.496  13.990  12.601  0.3476
H  -10.381  9.471  14.115  0.3613
H  -15.255  4.882  5.078  0.3688
H  -14.187  4.444  2.866  0.3572
H  -12.291  -1.403  4.475  0.3388
H  -18.001  2.893  1.604  0.3431
H  -16.302  12.452  8.803  0.3492
H  -18.857  8.308  7.832  0.3871
H  -9.962  12.329  11.280  0.3950
H  -15.333  10.023  9.109  0.3922
H  -11.721  11.066  15.619  0.3459
H  -8.547  6.607  9.209  0.2995

For the HOMO energy, the calculation gives -9.440 eV. As for the spin multiplicity: 1.


Computed, not measured: C31H32AuBN9 as an isolated structure, with wB97M-V/def2-TZVPD.

Last column: Mulliken charge in e.
Element x y z (Å)
Au  -0.587  -0.466  0.981  0.4187
N  0.542  2.164  -0.908  -0.9945
N  0.096  1.503  -1.856  1.9823
N  0.505  -2.125  1.631  -0.2454
N  -1.520  -0.344  -2.230  1.3852
N  -0.597  -1.198  -1.707  -0.2222
N  8.279  -5.546  -1.533  -0.4708
N  1.965  0.208  0.276  0.3572
N  -2.138  1.604  -0.666  0.6614
N  -1.913  1.042  0.558  -0.6904
C  6.197  -4.253  -0.707  0.5148
C  2.388  3.745  -1.068  -1.6768
C  -1.995  -2.320  -3.061  -1.3151
C  2.933  -0.616  0.427  -0.5518
C  5.419  -3.543  -1.621  -0.8662
C  -0.166  -3.093  2.188  -0.2074
C  -0.081  -3.598  -1.835  -0.9888
C  1.713  -2.705  1.147  0.2181
C  7.354  -4.973  -1.164  -0.1883
C  5.863  -4.261  0.644  -0.8816
C  2.538  1.538  0.194  -0.0229
C  4.314  -2.841  -1.176  -0.0426
C  2.262  1.555  -2.335  -1.6525
C  1.653  -4.141  1.436  -0.3485
C  4.023  1.352  0.249  -0.9755
C  -2.663  1.323  2.890  -1.4881
C  1.994  2.268  -1.056  1.4176
C  1.104  1.109  -2.817  0.7550
C  -2.652  1.697  1.448  0.9156
C  -3.017  2.622  -0.529  0.8378
C  -3.486  -0.307  -3.772  -1.2927
C  3.962  -2.862  0.173  -0.4318
C  4.746  -3.568  1.080  -0.1358
C  2.774  -2.075  0.603  1.0073
C  -0.884  -2.393  -2.202  0.5207
C  0.508  -4.371  2.099  -1.0271
C  0.744  0.406  -4.074  -1.4905
C  -2.374  -0.996  -3.054  0.4310
C  -3.485  3.462  -1.669  -1.3390
C  -3.368  2.706  0.801  -1.2151
C  4.255  0.048  0.410  -1.1080
B  -1.461  1.144  -1.955  -1.1394
H  -1.129  -2.905  2.639  0.5139
H  4.753  2.147  0.218  0.5131
H  -4.059  3.402  1.245  0.4624
H  -3.965  2.861  -2.442  0.2432
H  6.479  -4.806  1.346  0.4878
H  -3.110  0.328  -4.576  0.2572
H  -0.458  -4.481  -2.348  0.4360
H  0.452  -0.625  -3.875  0.1776
H  1.922  4.255  -1.910  0.4373
H  5.687  -3.545  -2.668  0.4770
H  2.411  -4.855  1.163  0.5694
H  0.970  -3.473  -2.103  0.1625
H  -3.119  0.342  3.029  0.2563
H  0.136  -5.304  2.488  0.4661
H  -2.464  -3.126  -3.600  0.5485
H  -3.234  2.051  3.463  0.3638
H  -2.661  4.004  -2.134  0.2969
H  -1.649  1.280  3.289  0.3133
H  5.208  -0.443  0.527  0.6008
H  2.189  2.100  1.069  0.7330
H  2.070  4.226  -0.144  0.3885
H  3.468  3.838  -1.168  0.3749
H  1.599  0.414  -4.747  0.4932
H  -4.208  4.189  -1.305  0.3753
H  3.232  1.454  -2.795  0.4734
H  3.708  -2.284  -1.881  0.5966
H  -0.090  0.905  -4.567  0.2902
H  -4.156  -1.044  -4.211  0.3909
H  -4.067  0.318  -3.095  0.2357
H  -1.883  1.774  -2.880  0.0002
H  4.490  -3.560  2.132  0.5780
H  -0.133  -3.788  -0.761  0.0730

As for the charge: +1. For the HOMO energy, the calculation gives -10.853 eV. As for the spin multiplicity: 1.


Computed, not measured: C31H32Cl2LuN2O7P3S as an isolated structure in a non-equilibrium geometry, with wB97M-V/def2-TZVPD.

Last column: Mulliken charge in e.
Element x y z (Å)
Lu  3.072  -16.343  4.055  1.1657
Cl  0.492  -20.631  4.012  -0.2118
Cl  2.339  -16.718  0.369  -0.3027
S  3.334  -20.451  6.115  -0.6230
P  -0.474  -17.029  2.669  1.0244
P  1.819  -13.643  4.329  1.0644
P  4.114  -13.752  6.032  0.3652
O  1.439  -15.116  4.630  -0.3393
O  4.029  -15.198  5.584  -0.1809
O  5.212  -12.904  5.423  -0.7870
O  2.614  -13.108  5.687  -0.5068
O  4.008  -13.748  7.577  -0.3733
O  1.039  -12.584  3.740  -0.8382
O  3.133  -14.074  3.221  -0.7192
N  0.979  -17.713  3.051  0.4523
N  3.122  -17.898  5.667  0.0890
C  -2.134  -16.707  6.301  -0.9512
C  1.966  -19.803  8.531  -1.0584
C  3.725  -18.976  5.142  0.1442
C  0.805  -15.144  9.946  -1.5624
C  4.956  -17.727  3.463  -0.1495
C  5.994  -17.491  2.625  -0.2720
C  0.940  -16.947  11.429  -2.2467
C  4.711  -18.915  4.109  1.3248
C  2.156  -18.382  1.095  1.2111
C  3.093  -15.956  10.546  -1.4128
C  2.092  -17.123  7.788  0.9225
C  -2.842  -16.140  3.624  -0.5837
C  1.749  -17.422  9.120  0.1899
C  6.650  -19.759  3.029  -0.6862
C  2.483  -18.058  6.855  -1.5463
C  -1.135  -16.697  5.320  -0.0533
C  5.606  -19.986  3.935  -0.9586
C  2.889  -20.627  0.830  -0.2423
C  -3.802  -16.103  4.634  -0.7140
C  2.490  -19.462  7.239  0.7022
C  -0.303  -15.330  2.028  -1.2905
C  6.892  -18.552  2.418  -0.8135
C  1.597  -18.791  9.417  -0.4605
C  -1.429  -18.026  1.466  -1.2091
C  -1.545  -16.611  3.978  0.2639
C  1.651  -16.358  10.227  2.4808
C  2.707  -19.389  0.270  -0.9917
C  1.427  -18.719  2.219  -1.6850
C  -3.389  -16.214  5.986  -0.3277
C  1.485  -20.067  2.721  0.9563
C  2.408  -20.939  2.132  -0.7899
H  7.402  -20.522  3.131  0.2973
H  2.056  -16.129  7.296  0.0624
H  -0.188  -15.429  9.615  0.3713
H  7.702  -18.520  1.739  0.3705
H  0.421  -15.364  1.167  0.2112
H  5.457  -20.872  4.560  0.2936
H  -0.135  -17.150  11.156  0.3883
H  0.056  -14.593  2.744  0.2866
H  2.552  -21.919  2.553  0.4143
H  3.771  -16.797  10.871  0.2791
H  -4.850  -15.904  4.391  0.3563
H  3.408  -21.414  0.287  0.3423
H  -2.468  -17.659  1.236  0.4384
H  1.881  -20.865  8.822  0.2912
H  -3.106  -15.708  2.654  0.2977
H  1.466  -17.851  11.817  0.4186
H  3.065  -19.072  -0.697  0.3673
H  3.868  -13.410  3.270  0.2545
H  -0.993  -18.152  0.427  0.3520
H  0.888  -16.239  12.271  0.4859
H  -1.548  -19.026  2.016  0.3009
H  3.540  -15.473  9.697  0.1654
H  1.181  -18.960  10.429  0.1429
H  -1.844  -17.189  7.196  0.5053
H  0.546  -14.510  10.914  0.3474
H  3.093  -15.138  11.365  0.3605
H  4.885  -13.733  7.978  0.3060
H  1.262  -14.523  9.116  0.1775
H  -0.120  -16.737  5.609  0.4741
H  6.093  -16.537  2.140  0.3645
H  -4.135  -15.960  6.775  0.3115
H  -1.200  -14.886  1.549  0.4964

As for the charge: -2. For the HOMO energy (alpha / beta), the calculation gives 2.101 / 2.079 eV. As for the spin multiplicity: 1.


Computed, not measured: C31H32FeN3OS2Sb as an isolated structure in a non-equilibrium geometry, with wB97M-V/def2-TZVPD.

Last column: Mulliken charge in e.
Element x y z (Å)
Sb  1.277  0.465  2.330  1.9885
Fe  -0.360  -0.338  0.553  -0.3267
S  -1.531  -0.987  2.464  -0.3725
S  -3.681  0.628  3.834  0.0299
O  -0.438  -2.360  -0.058  -0.5162
N  -1.897  0.972  0.507  0.7344
N  -0.298  0.311  -1.461  -0.0672
N  -2.811  1.183  1.503  -1.4425
C  4.373  0.435  2.093  -0.4510
C  1.978  -2.475  -0.197  -1.5172
C  1.643  2.914  4.226  0.4094
C  0.334  0.387  -3.761  -0.8922
C  0.607  -0.287  5.127  -0.8514
C  5.707  1.784  0.635  -0.7933
C  0.065  4.762  4.360  -0.7840
C  2.140  -1.915  4.199  1.0045
C  0.833  2.336  3.234  0.6783
C  -0.717  4.193  3.371  -1.0856
C  2.983  -2.498  3.096  -1.5714
C  -1.147  1.332  -1.678  0.8888
C  -1.252  1.952  -2.904  -0.9648
C  4.551  2.312  0.083  -0.7669
C  1.230  4.129  4.769  -0.8740
C  1.424  -0.726  4.082  0.9044
C  -0.503  1.465  -3.969  -0.3503
C  0.414  -0.152  -2.485  0.0087
C  1.266  -2.175  6.446  -0.7602
C  3.204  0.961  1.541  0.9603
C  -2.006  1.689  -0.542  -0.4457
C  2.059  -2.617  5.405  -0.6577
C  5.621  0.839  1.644  -0.8402
C  0.654  -1.856  0.077  1.2887
C  2.924  2.301  4.728  -0.9322
C  2.071  2.562  -0.095  -0.9675
C  -2.657  0.317  2.467  0.5448
C  0.530  -1.004  6.307  -0.7758
C  -0.325  2.986  2.812  -0.5538
C  -3.660  -0.943  4.720  -0.6822
C  3.287  1.917  0.517  0.3283
H  1.084  -0.976  -2.280  0.2879
H  4.006  -2.671  3.434  0.4535
H  4.317  -0.288  2.897  0.4425
H  1.215  -2.746  7.364  0.4119
H  4.624  3.062  -0.696  0.4273
H  -4.209  -1.698  4.163  0.3078
H  6.517  0.426  2.089  0.4612
H  0.921  -0.034  -4.564  0.4545
H  1.590  3.244  0.612  0.2734
H  2.342  3.137  -0.980  0.5401
H  3.398  2.959  5.454  0.5184
H  -2.746  2.483  -0.593  0.4496
H  -0.587  1.912  -4.951  0.4502
H  -1.627  4.674  3.038  0.4858
H  -0.941  2.549  2.041  0.3634
H  2.175  -3.208  0.586  0.3209
H  -1.930  2.786  -3.022  0.4859
H  0.033  0.627  5.026  0.4590
H  2.747  1.339  5.212  0.1181
H  2.579  -3.466  2.789  0.5413
H  3.629  2.140  3.913  0.1246
H  -4.160  -0.750  5.667  0.3703
H  1.844  4.586  5.536  0.4277
H  3.023  -1.850  2.223  -0.2672
H  -2.641  -1.272  4.906  0.1663
H  1.335  1.817  -0.393  -0.2173
H  6.674  2.120  0.282  0.4074
H  -0.227  5.698  4.817  0.4148
H  2.769  -1.729  -0.202  0.2604
H  2.626  -3.535  5.514  0.4675
H  -0.101  -0.652  7.113  0.5065
H  1.943  -3.015  -1.145  0.5601

As for the expectation value of S²: 0.85. As for the charge: +1. For the HOMO energy (alpha / beta), the calculation gives -10.860 / -10.892 eV. As for the spin multiplicity: 2.


Result set for E_tot: -2908.8459 -1853.6738 -5415.1345 -3740.0712 hartree, one per record in the order listed.